Record 1
Here is one molecule with the formula C5H11N3 at a distorted geometry from OMol25. Energies are from ωB97M-V with the def2-TZVPD basis set.

Values from the calculation:
- gap between HOMO and LUMO (alpha / beta) (eV) = 7.71 / 6.43
- energy (eV) = -9828.484
- E_LUMO (alpha / beta) (eV) = -0.3 / -0.9
- energy above the lowest of the compared OMol25 structures with the same formula, charge and spin (kcal per mole) = 125.04

```
19
C5H11N3 | OMol25 | ωB97M-V with the def2-TZVPD basis set
C 0.133 0.466 -0.265
C -0.145 1.801 0.353
C 0.502 0.509 -1.705
C -0.508 -0.832 0.246
N -1.791 -0.380 0.710
C 0.929 -0.737 1.227
N -0.607 -1.892 -0.581
N 1.835 -1.613 1.255
H -2.497 -1.029 0.387
H -1.911 0.118 1.579
H 0.290 -2.166 -0.975
H 1.811 -2.177 0.396
H 0.839 -0.104 2.112
H -0.412 1.735 1.405
H -0.386 0.716 -2.310
H 0.777 2.388 0.286
H -0.939 2.339 -0.172
H 0.865 -0.458 -2.058
H 1.216 1.316 -1.890
```

=====

Record 2
Here is C36H50BCl5IrN8O as an isolated structure from OMol25. Energies are from ωB97M-V with the def2-TZVPD basis set.

Values from the calculation:
- gap between HOMO and LUMO (eV) = 7.42
- energy (eV) = -118238.842
- charge = +1
- E_LUMO (eV) = -3.3
- energy above the lowest of the compared OMol25 structures with the same formula, charge and spin (kcal per mole) = 0.00

```
102
C36H50BCl5IrN8O | OMol25 | ωB97M-V with the def2-TZVPD basis set
Ir 0.965 0.608 0.340
C 1.642 -0.810 4.545
C 1.069 0.394 3.784
C 0.825 1.563 4.737
C -0.176 -0.039 3.064
C -1.361 -0.535 3.598
C -2.140 -0.959 2.527
C -3.572 -1.417 2.674
C -4.236 -2.171 1.529
C -4.418 -0.184 3.026
N -1.427 -0.748 1.402
N -0.250 -0.157 1.735
B -1.504 -1.217 -0.084
N -0.199 -1.968 -0.464
N 1.009 -1.328 -0.346
C 1.973 -2.203 -0.644
C 1.380 -3.415 -0.989
C 0.017 -3.239 -0.864
C -1.019 -4.312 -1.055
C -1.480 -4.857 0.300
C -2.201 -3.951 -1.962
C 3.445 -1.948 -0.517
C 4.199 -2.431 -1.756
C 3.972 -2.629 0.750
N -1.577 0.071 -0.940
N -0.683 1.064 -0.686
C -1.006 2.133 -1.453
C -2.130 1.787 -2.193
C -2.465 0.486 -1.849
C -3.606 -0.344 -2.354
C -4.941 0.323 -2.013
C -3.467 -0.573 -3.860
C -0.349 3.496 -1.476
C 1.098 3.506 -1.968
C -1.168 4.478 -2.314
H 2.629 -0.568 4.939
H 0.998 -1.072 5.386
H 1.731 -1.686 3.902
H 1.808 0.691 3.032
H 0.000 1.335 5.414
H 1.713 1.738 5.346
H 0.585 2.487 4.212
H -1.628 -0.592 4.640
H -3.567 -2.077 3.546
H -4.369 -1.538 0.651
H -3.690 -3.064 1.232
H -5.228 -2.483 1.858
H -4.425 0.520 2.189
H -5.448 -0.480 3.226
H -4.033 0.335 3.903
H -2.433 -1.910 -0.260
H 1.880 -4.322 -1.284
H -0.468 -5.111 -1.556
H -1.911 -4.062 0.908
H -2.237 -5.631 0.163
H -0.647 -5.288 0.856
H -3.016 -3.495 -1.401
H -1.908 -3.269 -2.763
H -2.595 -4.857 -2.424
H 3.598 -0.879 -0.403
H 4.118 -3.514 -1.865
H 3.813 -1.972 -2.667
H 5.258 -2.186 -1.668
H 3.816 -3.708 0.706
H 5.042 -2.446 0.859
H 3.469 -2.253 1.644
H -2.653 2.416 -2.890
H -3.567 -1.312 -1.857
H -5.049 1.270 -2.544
H -5.771 -0.321 -2.304
H -5.026 0.526 -0.944
H -3.526 0.372 -4.404
H -2.514 -1.043 -4.107
H -4.270 -1.217 -4.219
H -0.359 3.879 -0.454
H 1.160 3.171 -3.004
H 1.485 4.525 -1.918
H 1.744 2.873 -1.367
H -1.193 4.176 -3.363
H -2.193 4.573 -1.955
H -0.704 5.463 -2.268
Cl 6.780 2.232 -4.320
C 5.620 1.921 -3.095
C 4.414 1.300 -3.410
Cl 4.077 0.849 -5.030
C 3.477 1.036 -2.415
Cl 1.972 0.293 -2.817
C 3.715 1.399 -1.080
O 2.862 1.205 -0.088
C 4.927 2.041 -0.793
Cl 5.199 2.532 0.843
C 5.873 2.296 -1.775
Cl 7.342 3.080 -1.368
N 1.839 3.303 1.383
C 1.440 4.443 1.957
C 0.095 4.316 2.240
C -0.247 3.039 1.797
N 0.824 2.431 1.288
H 2.754 3.010 1.050
H 2.135 5.246 2.134
H -0.544 5.040 2.712
H -1.189 2.516 1.843
```

=====

Record 3
Here is C3H5O3Tl as an isolated structure at a distorted geometry from OMol25. Energies are from ωB97M-V with the def2-TZVPD basis set.

Values from the calculation:
- <S²> = 0.762
- gap between HOMO and LUMO (alpha / beta) (eV) = 9.62 / 8.66
- energy (eV) = -14018.092
- charge = +1
- E_LUMO (alpha / beta) (eV) = -4.7 / -7.1
- 2S+1 = 2
- energy above the lowest of the compared OMol25 structures with the same formula, charge and spin (kcal per mole) = 19.44

```
12
C3H5O3Tl | OMol25 | ωB97M-V with the def2-TZVPD basis set
O -0.245 0.720 -0.260
C 0.189 -0.238 -1.204
C 0.072 0.319 1.081
O 0.390 0.035 -2.354
O 0.817 -1.192 -0.545
C 0.653 -1.084 0.878
H -0.821 0.313 1.713
H 0.791 1.047 1.472
H -0.027 -1.878 1.205
H 1.634 -1.209 1.347
H -1.920 0.907 -2.219
Tl -1.533 2.260 -1.115
```